Entry 1:
Below is 12 unconnected molecules or ions with the total composition C18H60N14O12 in a non-equilibrium geometry, with properties calculated with the ωB97M-V functional and the def2-TZVPD basis.

Summary:
**SMILES**: NC(N)=O.NC(N)=O.NC(N)=O.NC(N)=O.NC(N)=O.NC(N)=O.NC(N)=O.CC(C)O.CCO.CCO.CCO.CCO
**LUMO energy**: -0.19 eV
**Maximum force**: 9.30 eV/A
**E_tot**: -2391.27073 a.u.
**HOMO energy**: -9.55 eV
**Kohn-Sham gap**: 0.3438 hartree

```
104
Properties=species:S:1:pos:R:3:lowdin_charge:R:1
N 0.78 -4.77 4.54 0.16
C 0.32 -6.00 4.42 -0.77
N 1.00 -6.91 5.08 0.16
O -0.66 -6.24 3.71 -0.01
H 1.54 -4.78 5.20 0.10
H 0.44 -4.08 3.88 0.12
H 1.86 -6.73 5.57 0.11
H 0.79 -7.81 4.68 0.12
N -4.60 1.70 -0.99 0.16
C -5.61 1.18 -0.34 -0.80
N -5.23 0.23 0.47 0.16
O -6.75 1.56 -0.49 0.04
H -4.90 2.18 -1.82 0.12
H -3.68 1.32 -0.86 0.10
H -4.23 0.13 0.41 0.09
H -5.81 -0.38 1.04 0.12
N -4.33 -5.93 0.12 0.16
C -5.54 -5.70 0.44 -0.88
N -5.65 -5.62 1.67 0.18
O -6.39 -5.51 -0.40 0.04
H -3.66 -6.16 0.84 0.11
H -4.15 -6.30 -0.80 0.13
H -4.77 -5.68 2.17 0.12
H -6.49 -5.38 2.19 0.14
N -2.83 -0.11 5.10 0.16
C -2.68 -0.45 6.35 -0.83
N -3.81 -0.74 6.88 0.16
O -1.63 -0.50 6.93 0.05
H -3.80 -0.07 4.82 0.10
H -2.02 0.03 4.52 0.12
H -4.66 -0.76 6.33 0.11
H -3.81 -1.01 7.85 0.13
N 4.03 3.46 -7.76 0.15
C 4.34 3.21 -6.48 -0.75
N 3.92 4.12 -5.67 0.16
O 4.91 2.19 -6.08 -0.01
H 3.42 4.25 -7.95 0.10
H 4.07 2.74 -8.47 0.11
H 4.00 3.76 -4.73 0.13
H 3.23 4.76 -6.05 0.11
N 5.95 1.86 -0.55 0.15
C 5.24 2.77 0.09 -0.79
N 5.40 2.72 1.37 0.17
O 4.35 3.40 -0.45 0.02
H 6.55 1.20 -0.08 0.10
H 6.01 2.02 -1.55 0.12
H 4.88 3.34 1.98 0.13
H 6.01 1.97 1.65 0.11
N 3.05 -2.06 -6.77 0.16
C 2.96 -3.00 -5.88 -0.85
N 3.54 -2.66 -4.77 0.16
O 2.30 -3.99 -6.04 0.05
H 3.59 -1.26 -6.48 0.11
H 2.76 -2.39 -7.68 0.13
H 4.04 -1.80 -4.65 0.11
H 3.23 -3.37 -4.11 0.12
C 2.39 6.07 4.25 -0.07
C 2.69 5.62 5.64 -0.51
C 1.70 4.47 6.00 -0.05
O 3.97 5.11 5.81 -0.06
H 1.50 6.70 4.19 0.08
H 2.23 5.40 3.40 0.08
H 3.29 6.60 3.94 0.08
H 2.74 6.45 6.34 0.14
H 2.04 3.55 5.52 0.08
H 0.71 4.73 5.63 0.07
H 1.54 4.26 7.06 0.07
H 3.94 4.76 6.70 0.09
C 5.08 -4.44 0.58 -0.11
C 6.14 -5.47 0.40 -0.32
O 5.78 -6.75 0.93 -0.08
H 4.42 -4.45 -0.28 0.07
H 5.45 -3.41 0.55 0.07
H 4.42 -4.48 1.45 0.08
H 6.95 -5.02 0.98 0.10
H 6.39 -5.67 -0.64 0.12
H 5.66 -6.61 1.87 0.07
C -2.10 7.93 0.12 -0.06
C -3.52 8.65 -0.05 -0.33
O -3.62 9.45 -1.15 -0.08
H -2.07 7.14 0.87 0.06
H -1.16 8.49 0.16 0.06
H -2.01 7.23 -0.71 0.06
H -3.91 9.23 0.80 0.10
H -4.20 7.82 -0.23 0.10
H -4.56 9.54 -1.34 0.09
C -5.30 -2.50 -6.73 -0.09
C -6.21 -3.22 -5.77 -0.38
O -5.83 -4.55 -5.70 -0.06
H -4.30 -2.43 -6.29 0.08
H -5.73 -1.52 -6.94 0.07
H -5.24 -3.02 -7.68 0.08
H -7.25 -3.19 -6.10 0.11
H -6.22 -2.76 -4.79 0.11
H -6.05 -4.86 -4.82 0.09
C -0.54 -1.19 -1.01 -0.08
C 0.38 -0.03 -0.60 -0.29
O -0.30 0.93 0.25 -0.11
H -1.25 -1.48 -0.23 0.07
H 0.11 -1.98 -1.38 0.07
H -1.06 -0.95 -1.94 0.07
H 0.69 0.44 -1.54 0.11
H 1.25 -0.33 -0.03 0.10
H 0.13 1.78 0.10 0.07
```

Entry 2:
Below is a molecular structure, C3H2F3NNiO5S2 in a non-equilibrium geometry, with properties calculated with the ωB97M-V functional and the def2-TZVPD basis.

Summary:
**LUMO energy (alpha / beta)**: -1.61 / -2.84 eV
**Maximum force**: 4.44 eV/A
**E_tot**: -3150.57198 a.u.
**HOMO energy (alpha / beta)**: -9.47 / -9.48 eV
**Kohn-Sham gap (alpha / beta)**: 0.2889 / 0.2440 hartree
**Spin multiplicity**: 3

```
17
Properties=species:S:1:pos:R:3:lowdin_charge:R:1
C -2.89 0.25 0.02 -0.11
C -3.63 -0.73 0.57 -0.20
O -4.11 -1.54 1.22 0.27
Ni -1.27 -0.46 -1.14 0.60
H -3.50 0.83 -0.69 0.08
N 0.54 1.19 0.62 -0.35
S 0.22 1.64 -1.08 0.63
O -0.40 2.98 -0.89 -0.42
O 1.41 1.73 -1.97 -0.40
S 0.96 -0.30 0.86 0.62
O 0.05 -1.17 0.00 -0.45
O 0.99 -0.65 2.28 -0.28
C 2.60 -0.90 0.23 -0.70
F 2.53 -1.13 -1.07 0.14
F 3.52 0.02 0.50 0.16
F 2.93 -2.04 0.83 0.16
H -2.07 1.01 0.83 0.25
```

Entry 3:
Below is 10 unconnected molecules or ions with the total composition C18H48O10 in a non-equilibrium geometry, with properties calculated with the ωB97M-V functional and the def2-TZVPD basis.

Summary:
**SMILES**: CC(C)=O.CC(C)=O.CC(C)=O.CC(C)=O.CO.CO.CO.CO.CO.CO
**LUMO energy**: 0.53 eV
**Maximum force**: 3.86 eV/A
**E_tot**: -1466.87969 a.u.
**HOMO energy**: -9.40 eV
**Kohn-Sham gap**: 0.3648 hartree

```
76
Properties=species:S:1:pos:R:3:lowdin_charge:R:1
C 13.27 9.27 14.12 -0.01
C 13.05 7.80 13.92 -0.49
C 12.07 7.13 14.80 -0.02
O 13.62 7.15 13.06 0.05
H 12.33 9.85 13.98 0.09
H 14.05 9.72 13.50 0.08
H 13.57 9.53 15.20 0.12
H 11.89 6.08 14.50 0.11
H 11.19 7.74 15.00 0.09
H 12.53 7.09 15.75 0.07
C 8.49 13.77 8.52 -0.01
C 8.29 12.43 9.19 -0.54
C 8.22 11.22 8.35 -0.01
O 8.24 12.34 10.39 0.05
H 8.02 13.86 7.52 0.09
H 9.55 14.03 8.48 0.09
H 8.00 14.36 9.29 0.08
H 7.81 11.43 7.37 0.08
H 7.66 10.41 8.89 0.10
H 9.24 10.83 8.28 0.08
C 6.51 9.22 13.95 -0.02
C 7.61 8.82 13.08 -0.51
C 8.71 9.88 12.93 -0.01
O 7.71 7.80 12.45 0.07
H 6.83 9.23 14.95 0.08
H 5.72 8.54 13.76 0.08
H 6.19 10.27 13.82 0.10
H 8.33 10.82 12.56 0.07
H 9.48 9.51 12.34 0.02
H 9.04 10.13 14.04 0.13
C 13.72 11.84 10.90 -0.01
C 12.32 11.93 10.48 -0.51
C 11.32 10.99 11.04 -0.02
O 11.88 12.77 9.71 0.03
H 14.46 12.41 10.27 0.11
H 13.98 10.78 10.98 0.06
H 13.81 12.18 11.93 0.09
H 11.51 10.85 12.13 0.09
H 11.40 9.99 10.59 0.07
H 10.31 11.29 10.79 0.06
C 13.82 16.51 14.08 -0.15
O 13.78 15.26 13.43 -0.14
H 13.10 17.20 13.79 0.05
H 13.65 16.40 15.17 0.09
H 14.82 16.93 13.99 0.08
H 14.39 15.19 12.68 0.03
C 14.75 15.63 9.96 -0.13
O 15.23 15.25 11.22 -0.13
H 13.97 14.93 9.65 0.07
H 14.19 16.60 9.99 0.10
H 15.58 15.65 9.31 0.08
H 16.20 15.39 11.13 0.12
C 10.75 7.34 10.85 -0.18
O 10.11 8.14 9.88 -0.12
H 10.05 7.06 11.65 0.07
H 11.18 6.37 10.57 0.08
H 11.60 7.95 11.24 0.07
H 9.25 7.76 9.70 0.08
C 10.41 13.56 13.36 -0.14
O 11.57 13.29 14.14 -0.13
H 10.38 12.88 12.53 0.04
H 9.57 13.34 13.96 0.06
H 10.23 14.60 13.09 0.09
H 12.29 13.86 13.83 0.04
C 14.87 7.65 10.03 -0.12
O 14.63 8.68 11.00 -0.16
H 14.06 6.92 10.05 0.08
H 14.98 8.18 9.12 0.06
H 15.81 7.16 10.27 0.08
H 14.07 8.32 11.69 -0.01
C 12.60 10.40 7.81 -0.13
O 13.63 11.39 7.97 -0.12
H 12.66 9.59 8.50 0.05
H 11.62 10.82 7.89 0.06
H 12.79 9.97 6.81 0.09
H 13.27 12.23 8.19 0.03
```

Entry 4:
Below is 2 unconnected molecules or ions with the total composition C5H10O3 in a non-equilibrium geometry, with properties calculated with the ωB97M-V functional and the def2-TZVPD basis.

Summary:
**Net charge**: +1
**LUMO energy (alpha / beta)**: -4.57 / -8.80 eV
**Maximum force**: 5.53 eV/A
**E_tot**: -421.88799 a.u.
**HOMO energy (alpha / beta)**: -14.24 / -14.24 eV
**Kohn-Sham gap (alpha / beta)**: 0.3554 / 0.1998 hartree
**Spin multiplicity**: 2

```
18
Properties=species:S:1:pos:R:3:lowdin_charge:R:1
C 0.54 -3.14 -0.30 0.00
C -0.13 -1.84 0.00 0.04
C -0.68 -1.02 -0.92 0.00
O -1.48 0.07 -0.56 0.11
H -0.22 -3.92 -0.24 0.13
H 0.94 -3.14 -1.32 0.11
H 1.31 -3.36 0.41 0.09
H -0.25 -1.56 1.04 0.15
H -0.53 -1.14 -2.03 0.19
H -1.17 0.81 -1.08 0.10
O 1.86 2.87 0.64 0.12
C 0.72 2.52 0.38 -0.46
O 0.24 2.27 -0.94 0.04
C -0.35 2.16 1.39 0.02
H 1.05 2.23 -1.44 0.10
H -1.23 2.75 1.24 0.09
H 0.05 2.32 2.39 0.10
H -0.67 1.12 1.33 0.06
```

Entry 5:
Below is a molecular structure, C26H40N14OS2Sr in a non-equilibrium geometry, with properties calculated with the ωB97M-V functional and the def2-TZVPD basis.

Summary:
**LUMO energy (alpha / beta)**: 0.14 / 0.14 eV
**Maximum force**: 4.43 eV/A
**E_tot**: -2683.76866 a.u.
**HOMO energy (alpha / beta)**: -7.20 / -7.20 eV
**Kohn-Sham gap (alpha / beta)**: 0.2696 / 0.2698 hartree

```
84
Properties=species:S:1:pos:R:3:lowdin_charge:R:1
Sr 0.04 0.36 0.23 1.16
C 1.45 -3.34 2.05 -0.18
C 2.45 -2.27 1.62 -0.23
N 2.21 -1.69 0.27 -0.11
C 2.65 -2.68 -0.71 -0.24
C 1.78 -2.70 -1.93 -0.23
N 0.42 -3.13 -1.64 -0.06
C -0.44 -3.30 -2.79 -0.24
C -1.93 -3.43 -2.43 -0.18
C -2.58 -2.13 -2.06 -0.24
N -2.16 -1.46 -0.79 -0.08
C -2.82 -2.07 0.44 -0.17
C -1.83 -2.83 1.33 -0.20
N -0.65 -2.00 1.70 -0.11
C 0.21 -2.71 2.68 -0.22
H 1.15 -3.99 1.22 0.11
H 1.92 -3.96 2.78 0.10
H 2.33 -1.49 2.35 0.07
H 3.48 -2.69 1.66 0.12
H 2.85 -0.87 0.23 0.07
H 3.73 -2.57 -0.88 0.12
H 2.57 -3.68 -0.25 0.11
H 1.73 -1.68 -2.39 0.11
H 2.23 -3.33 -2.69 0.12
H -0.06 -2.49 -0.97 0.07
H -0.34 -2.44 -3.48 0.09
H -0.02 -4.13 -3.36 0.11
H -2.46 -3.81 -3.35 0.13
H -2.18 -4.22 -1.69 0.11
H -2.41 -1.39 -2.86 0.11
H -3.66 -2.21 -2.07 0.11
H -2.59 -0.55 -0.88 0.07
H -3.29 -1.29 1.01 0.09
H -3.59 -2.75 0.08 0.11
H -2.29 -3.27 2.23 0.11
H -1.40 -3.66 0.71 0.11
H -1.04 -1.18 2.21 0.05
H 0.50 -2.03 3.52 0.13
H -0.32 -3.52 3.16 0.10
S -1.09 3.11 -0.29 0.40
C -1.20 2.56 -1.92 -1.17
N -0.88 1.38 -2.45 -0.02
C -1.01 1.49 -3.86 -0.30
C -0.59 0.49 -4.79 -0.03
C -0.79 0.78 -6.12 -0.11
C -1.35 1.99 -6.55 -0.12
C -1.70 2.99 -5.67 -0.09
C -1.48 2.74 -4.29 -0.52
S -1.72 3.85 -3.01 0.99
H -0.04 -0.40 -4.48 0.09
H -0.50 0.01 -6.88 0.11
H -1.43 2.21 -7.59 0.09
H -2.13 3.95 -6.00 0.11
N -3.24 2.17 2.52 0.17
C -2.62 1.02 2.83 -0.50
O -1.89 0.44 1.96 -0.19
C -2.94 0.50 4.13 -0.24
C -2.99 1.40 5.20 -0.28
N -2.95 2.06 6.15 0.10
C -3.28 -0.83 4.31 -0.26
N -3.67 -1.90 4.48 0.12
H -3.49 2.83 3.26 0.12
H -3.10 2.53 1.57 0.07
C 3.18 4.48 -1.08 0.00
N 3.44 3.16 -1.73 -0.20
C 4.41 3.02 -2.82 -0.04
C 2.81 2.07 -1.38 -0.25
N 2.32 1.03 -1.03 0.09
H 3.97 4.61 -0.31 0.10
H 2.19 4.37 -0.60 0.09
H 3.28 5.27 -1.83 0.09
H 5.38 3.52 -2.61 0.10
H 4.01 3.50 -3.74 0.10
H 4.54 1.95 -3.00 0.09
N 1.55 3.76 5.81 0.16
C 1.21 2.46 5.57 -0.46
N 0.26 1.93 6.32 0.21
N 1.98 1.78 4.69 0.10
C 1.55 1.39 3.55 -0.36
N 1.28 0.97 2.46 0.04
H 1.12 4.30 6.56 0.12
H 2.46 4.05 5.46 0.12
H -0.44 2.56 6.77 0.12
H -0.05 0.99 6.14 0.12
```

Entry 6:
Below is 2 unconnected molecules or ions with the total composition C4H3F3 in a non-equilibrium geometry, with properties calculated with the ωB97M-V functional and the def2-TZVPD basis.

Summary:
**LUMO energy**: -0.69 eV
**Maximum force**: 4.66 eV/A
**E_tot**: -453.57717 a.u.
**HOMO energy**: -9.79 eV
**Kohn-Sham gap**: 0.3345 hartree

```
10
Properties=species:S:1:pos:R:3:lowdin_charge:R:1
C 2.58 0.60 0.08 -0.01
C 2.24 0.40 1.25 -0.01
C -0.65 -0.86 -0.35 0.10
C -1.75 0.14 -0.24 -0.46
F -0.92 -1.82 -1.24 0.03
F -2.56 0.21 -1.38 0.03
F -1.50 1.36 0.12 0.14
H 2.79 0.53 -0.94 0.00
H 1.95 -0.03 2.15 0.00
H -2.17 -0.54 0.55 0.17
```